Record 1
The following is a DFT calculation (the ωB97M-V functional and the def2-TZVPD basis) of a molecular structure, C2F6O6S2Tl in a non-equilibrium geometry.

Each line ends with the Löwdin charge.
CARTESIAN COORDINATES (ANGSTROEM)
Tl1 -24.7696 16.0820 -26.0379  0.998
C1 -20.2741 22.6086 -28.9482  -0.616
F1 -19.4752 23.6743 -29.0169  0.166
F2 -21.3186 22.6901 -29.7204  0.180
F3 -19.5450 21.4729 -29.2198  0.114
S1 -20.9510 22.4544 -27.1362  0.582
O1 -21.8414 23.5962 -26.9775  -0.124
O2 -21.6628 21.1926 -27.0178  -0.168
O3 -19.6790 22.5506 -26.4361  -0.145
C2 -27.7671 22.3754 -21.0877  -0.602
F4 -28.1158 21.1843 -20.6284  0.158
F5 -28.7876 23.2254 -20.7619  0.108
F6 -26.6761 22.8476 -20.5265  0.186
S2 -27.8435 22.2948 -23.0599  0.612
O4 -27.2502 21.0543 -23.4572  -0.169
O5 -29.2839 22.3569 -23.3663  -0.145
O6 -27.0493 23.4483 -23.5994  -0.135

Computed properties:
relative energy (zero: lowest compared OMol25 entry of this formula, charge and spin) = 51.4 kcal per mole
net charge = +1
orbital gap = 1.90 eV



Record 2
The following is a DFT calculation (the ωB97M-V functional and the def2-TZVPD basis) of a molecular structure, C18H34MoN5O6SbSe5 in a non-equilibrium geometry.

Each line ends with the Löwdin spin population.
CARTESIAN COORDINATES (ANGSTROEM)
Mo1 -0.7928 0.2195 0.3317  1.557
C1 1.4740 -1.2366 1.2081  0.000
C2 0.0572 -1.6259 1.4580  -0.012
C3 -0.1198 -2.7835 0.4942  0.001
C4 1.0411 -2.9373 -0.2009  0.000
C5 2.0558 -2.0217 0.2708  0.007
C6 3.5161 -2.1357 -0.1216  0.001
C7 3.7100 -1.8631 -1.6207  0.001
C8 3.9620 -3.5796 0.1714  0.000
C9 4.4031 -1.1921 0.6830  0.000
C10 -1.2783 -3.7624 0.2529  0.000
C11 -1.3142 -4.1804 -1.2285  -0.003
C12 -2.6743 -3.2281 0.6313  -0.002
C13 -0.9955 -5.0546 1.0511  0.000
C14 -0.1181 -1.8396 3.0112  0.005
C15 0.2089 -0.5616 3.7973  0.001
C16 -1.4949 -2.3147 3.4727  0.004
C17 0.9028 -2.9057 3.4565  -0.001
H1 1.9960 -0.5086 1.8047  0.000
H2 1.2016 -3.6561 -1.0008  0.000
H3 3.0196 -2.4604 -2.2251  0.000
H4 4.7349 -2.1105 -1.9249  0.000
H5 3.5442 -0.8032 -1.8424  0.000
H6 3.4044 -4.3013 -0.4340  0.000
H7 3.7917 -3.8189 1.2242  0.000
H8 5.0314 -3.6980 -0.0476  0.000
H9 4.0936 -0.1529 0.5734  0.000
H10 5.4447 -1.2913 0.3478  0.000
H11 4.3642 -1.4438 1.7491  0.000
H12 -1.3949 -3.3016 -1.8719  -0.004
H13 -2.1939 -4.8138 -1.4008  0.000
H14 -0.4282 -4.7536 -1.5213  0.000
H15 -3.2898 -3.0769 -0.2509  -0.002
H16 -2.6278 -2.2777 1.1416  0.000
H17 -3.2111 -3.9253 1.2783  0.000
H18 -0.0233 -5.4725 0.7705  0.000
H19 -1.7746 -5.7985 0.8334  0.000
H20 -0.9925 -4.8776 2.1283  0.000
H21 -0.4123 0.2759 3.4928  0.001
H22 1.2520 -0.2545 3.6962  0.000
H23 0.0169 -0.7421 4.8618  0.000
H24 -2.2757 -1.5945 3.2420  0.005
H25 -1.4691 -2.4399 4.5621  0.000
H26 -1.7772 -3.2733 3.0377  0.000
H27 1.9284 -2.5555 3.3059  0.000
H28 0.7840 -3.8365 2.8918  0.000
H29 0.7683 -3.1268 4.5228  0.000
N1 0.9140 0.3713 -1.3955  0.007
N2 0.9704 1.5682 -2.1231  0.000
C18 0.1412 2.6161 -1.8747  -0.001
N3 0.4776 3.7282 -2.5692  0.000
N4 -0.9588 2.3567 -1.1698  0.004
N5 -1.8890 3.3913 -0.9505  0.003
O1 -2.9047 3.0704 -0.4343  0.002
O2 -1.6054 4.5927 -1.1046  0.003
H30 1.7136 0.3692 -0.7545  0.001
H31 0.9461 -0.4027 -2.0336  0.000
H32 1.8992 1.8391 -2.3872  0.000
H33 1.4703 3.8441 -2.6944  0.000
H34 0.0099 4.5330 -2.1833  0.000
Se1 -6.1243 1.8041 -0.1407  0.157
Sb1 -4.5705 0.0536 0.4520  0.114
Se2 -2.5068 0.7829 1.8628  0.153
Se3 -2.1791 -0.5556 -1.3235  -0.219
Se4 -5.7036 -1.7779 1.5757  0.145
O3 1.3544 3.7987 0.2446  0.001
Se5 1.7763 2.4750 1.0963  0.007
O4 2.8523 1.5758 0.2358  0.008
O5 0.3458 1.4842 1.2105  0.058
O6 2.2541 2.7554 2.6158  -0.001

Computed properties:
<S²> = 2.114
relative energy (zero: lowest compared OMol25 entry of this formula, charge and spin) = 10.5 kcal per mole
net charge = -2
multiplicity = 3
orbital gap (spin up / spin down) = 6.00 / 5.70 eV



Record 3
The following is a DFT calculation (the ωB97M-V functional and the def2-TZVPD basis) of 8 unconnected molecules or ions with the total composition C54H66ClN2O4P2S2 in a non-equilibrium geometry.

Each line ends with the Löwdin charge.
CARTESIAN COORDINATES (ANGSTROEM)
C1 -5.3601 -3.4095 1.1980  -0.154
C2 -5.3535 -2.9609 -0.3789  -0.249
C3 -5.3544 -1.3063 -0.6011  -0.159
C4 -3.7920 -0.7434 -0.3987  -0.185
O1 -3.5556 -0.7472 1.0529  -0.138
C5 -2.1367 -0.5649 1.3936  -0.454
C6 -0.9989 -1.5800 0.7918  -0.148
C7 -0.1360 -0.7412 -0.3335  -0.195
C8 0.8485 -1.7213 -1.2474  -0.262
C9 1.9282 -2.5846 -0.3454  -0.455
S1 2.1810 -4.3399 -1.0416  0.804
C10 0.9185 -5.4691 -0.1788  -0.427
N1 -0.4161 -5.9426 -0.7469  -0.048
N2 -1.1324 -6.7330 0.1373  -0.025
C11 -0.2646 -6.8225 1.3888  -0.036
O2 0.9903 -6.0653 1.1813  -0.146
O3 -1.5521 0.7855 1.4509  -0.320
P1 -0.5400 0.9647 2.8991  0.238
Cl1 0.7524 1.2035 4.6214  0.200
O4 -1.3245 -0.2211 3.9455  -0.458
C12 -2.1417 -1.0143 3.0049  -0.450
P2 -2.3077 -2.9200 3.3735  0.365
S2 -0.9410 -3.2974 4.7382  0.046
H1 -6.2091 -4.1584 1.5002  0.068
H2 -5.3698 -2.4328 1.8832  0.078
H3 -4.2951 -3.9070 1.4053  0.052
H4 -6.2843 -3.4830 -0.8917  0.099
H5 -4.3767 -3.4215 -0.8850  0.110
H6 -5.9813 -0.8716 0.2862  0.111
H7 -5.7837 -1.0628 -1.6700  0.111
H8 -3.6720 0.3238 -0.8998  0.139
H9 -3.1194 -1.4747 -1.0165  0.116
H10 -0.2349 -1.8976 1.6312  0.106
H11 -1.4981 -2.5200 0.2555  0.121
H12 -0.8301 -0.0891 -1.0515  0.125
H13 0.6030 0.0383 0.1809  0.118
H14 0.1080 -2.4165 -1.8600  0.107
H15 1.5049 -1.0823 -2.0111  0.106
H16 2.9563 -1.9828 -0.2946  0.107
H17 1.5993 -2.7184 0.7868  0.094
H18 -0.5826 -7.4088 2.3636  0.152
H19 0.5058 0.0480 2.4851  -0.021
H20 0.3534 1.9673 2.3132  -0.061
H21 -1.2741 2.1289 3.3773  -0.010
H22 -3.2410 -0.6613 3.3076  0.131
H23 -3.6233 -3.2825 3.8471  -0.025
H24 -2.0329 -3.7417 2.2216  -0.043
C13 -9.6061 -4.2706 4.2384  -0.094
C14 -10.8995 -4.7805 4.1291  -0.102
C15 -11.5805 -4.7023 2.9146  -0.104
C16 -10.9636 -4.1225 1.8056  -0.100
C17 -9.6687 -3.6160 1.9140  -0.095
C18 -8.9913 -3.6859 3.1310  -0.095
H25 -9.0770 -4.3287 5.1860  0.101
H26 -11.3776 -5.2384 4.9914  0.098
H27 -12.5908 -5.0935 2.8316  0.097
H28 -11.4923 -4.0658 0.8578  0.098
H29 -9.1875 -3.1657 1.0492  0.099
H30 -7.9846 -3.2863 3.2165  0.093
C19 4.4321 3.8854 6.8202  -0.111
C20 5.2090 3.3238 7.8330  -0.119
C21 5.0659 1.9747 8.1561  -0.114
C22 4.1520 1.1842 7.4588  -0.093
C23 3.3778 1.7449 6.4434  -0.118
C24 3.5143 3.0962 6.1266  -0.089
H31 4.5415 4.9376 6.5710  0.081
H32 5.9260 3.9383 8.3717  0.090
H33 5.6666 1.5391 8.9499  0.091
H34 4.0438 0.1317 7.7071  0.099
H35 2.6668 1.1283 5.8989  -0.017
H36 2.9070 3.5340 5.3392  0.094
C25 4.1794 -10.5052 3.4794  -0.105
C26 4.3948 -9.9041 2.2396  -0.101
C27 3.5681 -8.8645 1.8147  -0.083
C28 2.5311 -8.4190 2.6348  -0.084
C29 2.3181 -9.0176 3.8762  -0.088
C30 3.1390 -10.0635 4.2971  -0.101
H37 4.8218 -11.3177 3.8088  0.096
H38 5.2072 -10.2468 1.6036  0.097
H39 3.7320 -8.4009 0.8457  0.103
H40 1.8897 -7.6056 2.3059  0.057
H41 1.5109 -8.6692 4.5159  0.102
H42 2.9693 -10.5333 5.2620  0.097
C31 3.2356 -1.9746 -5.8661  -0.093
C32 2.1705 -1.9529 -4.9663  -0.092
C33 0.9709 -1.3353 -5.3191  -0.089
C34 0.8331 -0.7475 -6.5768  -0.094
C35 1.8971 -0.7724 -7.4781  -0.111
C36 3.0998 -1.3819 -7.1217  -0.102
H43 4.1715 -2.4530 -5.5895  0.100
H44 2.2756 -2.4170 -3.9888  0.084
H45 0.1434 -1.3127 -4.6152  0.098
H46 -0.1033 -0.2704 -6.8538  0.100
H47 1.7890 -0.3157 -8.4588  0.096
H48 3.9303 -1.3963 -7.8221  0.096
C37 3.8837 2.2928 -9.2964  -0.097
C38 4.0991 2.8939 -10.5362  -0.099
C39 3.2724 3.9335 -10.9611  -0.099
C40 2.2353 4.3790 -10.1410  -0.101
C41 2.0223 3.7804 -8.8996  -0.097
C42 2.8433 2.7346 -8.4787  -0.096
H49 4.5261 1.4803 -8.9671  0.098
H50 4.9115 2.5512 -11.1722  0.099
H51 3.4363 4.3971 -11.9301  0.098
H52 1.5940 5.1925 -10.4699  0.093
H53 1.2151 4.1289 -8.2599  0.099
H54 2.6736 2.2648 -7.5139  0.099
C43 1.1657 7.5673 -8.0264  -0.097
C44 1.3811 8.1684 -9.2662  -0.103
C45 0.5544 9.2080 -9.6911  -0.100
C46 -0.4826 9.6536 -8.8710  -0.101
C47 -0.6956 9.0550 -7.6295  -0.098
C48 0.1253 8.0091 -7.2087  -0.092
H55 1.8081 6.7549 -7.6970  0.095
H56 2.1935 7.8258 -9.9022  0.097
H57 0.7183 9.6717 -10.6600  0.098
H58 -1.1240 10.4670 -9.1998  0.098
H59 -1.5028 9.4034 -6.9899  0.100
H60 -0.0444 7.5393 -6.2438  0.102
C49 4.1281 7.6377 8.1240  -0.095
C50 4.8397 8.7394 8.5979  -0.100
C51 4.6237 10.0009 8.0440  -0.106
C52 3.6879 10.1624 7.0218  -0.104
C53 2.9736 9.0613 6.5505  -0.096
C54 3.1964 7.7982 7.0981  -0.091
H61 4.2991 6.6541 8.5536  0.095
H62 5.5638 8.6146 9.3991  0.098
H63 5.1831 10.8580 8.4089  0.095
H64 3.5159 11.1463 6.5934  0.096
H65 2.2432 9.1877 5.7551  0.101
H66 2.6437 6.9396 6.7269  0.103

Computed properties:
net charge = -1
orbital gap = 6.48 eV



Record 4
The following is a DFT calculation (the ωB97M-V functional and the def2-TZVPD basis) of C4H9NO in the gas phase in a non-equilibrium geometry.

Each line ends with the Löwdin charge.
CARTESIAN COORDINATES (ANGSTROEM)
H1 -2.1495 0.7522 -1.2034  0.054
N1 -2.0422 -0.1145 -0.6765  0.138
C1 -1.0524 -0.1597 0.0975  -0.479
C2 -0.8425 -1.4012 0.9056  -0.052
C3 -0.0675 0.9538 0.3096  -0.087
C4 1.4467 0.5276 -0.2932  -0.229
O1 1.2934 0.3117 -1.6674  -0.069
H2 0.0916 -1.8865 0.6197  0.074
H3 -1.6680 -2.0879 0.7371  0.076
H4 -0.7843 -1.1530 1.9674  0.081
H5 -0.3652 1.8513 -0.2278  0.100
H6 0.0830 1.1662 1.3650  0.102
H7 2.1188 1.3653 -0.0768  0.104
H8 1.7821 -0.3727 0.2305  0.096
H9 2.1561 0.2474 -2.0873  0.089

Computed properties:
relative energy (zero: lowest compared OMol25 entry of this formula, charge and spin) = 35.9 kcal per mole
net charge = 0
SMILES = [H]/N=C(/C)CCO
orbital gap = 10.27 eV



Number 1: energy -57011.099 eV. Number 2: energy -374076.492 eV. Number 3: energy -120999.884 eV. Number 4: energy -7830.765 eV.